Record 1
{"formula": "C23H64AlBr2FIO25P6", "method": "ωB97M-V/def2-TZVPD", "homo_energy_ha": -0.191, "energy_ev": -289312.7937, "homo_lumo_gap_ev": 4.222, "total_charge": -1, "symbols": ["C", "C", "O", "Al", "F", "I", "C", "Br", "C", "C", "Br", "H", "H", "H", "H", "H", "H", "H", "H", "H", "H", "C", "O", "P", "O", "O", "C", "O", "C", "H", "H", "H", "H", "H", "H", "H", "H", "H", "C", "O", "P", "O", "O", "C", "O", "C", "H", "H", "H", "H", "H", "H", "H", "H", "H", "C", "O", "P", "O", "O", "C", "O", "C", "H", "H", "H", "H", "H", "H", "H", "H", "H", "C", "O", "P", "O", "O", "C", "O", "C", "H", "H", "H", "H", "H", "H", "H", "H", "H", "C", "O", "P", "O", "O", "C", "O", "C", "H", "H", "H", "H", "H", "H", "H", "H", "H", "C", "O", "P", "O", "O", "C", "O", "C", "H", "H", "H", "H", "H", "H", "H", "H", "H"], "coordinates": [[0.821743, -2.536958, -3.012463], [0.667436, -1.736003, -4.325121], [0.780969, -0.346607, -4.101409], [-0.814840, 0.431938, -4.081501], [-1.463221, 0.587658, -5.651348], [-0.289336, 2.836364, -3.232581], [-2.086941, -0.584912, -2.862398], [-2.472027, 0.528408, -1.284679], [-3.379957, -1.048491, -3.532178], [-3.135272, -2.249985, -4.446613], [-4.637071, -1.707355, -2.099173], [0.640154, -1.830971, -2.203028], [1.804355, -2.989172, -2.911315], [0.044169, -3.295920, -2.900955], [-0.315429, -1.934035, -4.770184], [1.453629, -2.081692, -5.003457], [-1.628814, -1.485702, -2.458137], [-3.875424, -0.229502, -4.039495], [-3.355656, -2.021232, -5.487524], [-3.818803, -3.051278, -4.179691], [-2.135629, -2.663391, -4.344255], [0.920633, 7.212751, 1.650868], [2.148932, 7.323360, 0.905944], [2.270926, 6.460511, -0.538459], [2.974382, 5.292345, 0.110868], [3.283508, 7.572846, -1.159512], [4.285618, 8.167324, -0.355069], [2.132238, 5.757874, -2.023855], [3.257162, 5.026164, -2.496467], [1.013684, 7.832422, 2.539376], [0.073829, 7.567564, 1.064214], [0.751695, 6.176545, 1.952771], [4.714564, 7.454276, 0.350951], [3.892782, 9.032942, 0.178066], [5.070541, 8.510190, -1.029080], [3.366531, 4.102544, -1.935617], [4.165243, 5.626291, -2.422519], [3.083120, 4.773649, -3.540781], [-3.157864, -6.757688, -0.643290], [-2.392033, -6.286793, 0.489328], [-2.569427, -4.689908, 0.854341], [-1.438681, -4.051241, 0.148735], [-2.282402, -4.916037, 2.431905], [-1.131889, -5.639497, 2.848652], [-3.671731, -3.570438, 1.126589], [-3.177890, -2.280191, 1.520940], [-2.945849, -7.815938, -0.773439], [-4.226716, -6.630435, -0.469139], [-2.865150, -6.219233, -1.546689], [-0.275840, -5.429350, 2.205371], [-1.336986, -6.710310, 2.866699], [-0.895937, -5.316787, 3.861399], [-2.716828, -1.781236, 0.679266], [-2.471221, -2.365893, 2.345388], [-4.034541, -1.693612, 1.846913], [1.308414, 2.657780, 2.063528], [1.002321, 3.116839, 3.410529], [0.181412, 2.146837, 4.448849], [-1.212257, 2.620035, 4.267557], [0.919211, 2.750231, 5.756080], [1.016666, 4.158580, 5.927099], [0.030179, 0.675375, 5.124383], [-0.995923, 0.653836, 6.124012], [1.838127, 3.460584, 1.554774], [1.948288, 1.777341, 2.095132], [0.390338, 2.430998, 1.519963], [0.116909, 4.664244, 5.573661], [1.894299, 4.547590, 5.411836], [1.130628, 4.347487, 6.993865], [-1.983619, 0.709255, 5.674848], [-0.858804, 1.464409, 6.837302], [-0.910728, -0.295720, 6.651158], [-7.243744, -3.045656, 9.039116], [-6.726574, -2.596515, 7.777247], [-6.081962, -1.030994, 7.692666], [-7.389990, -0.441842, 7.236293], [-5.101624, -1.506389, 6.491835], [-5.588696, -2.412440, 5.496985], [-5.245997, 0.393652, 7.776167], [-5.519190, 1.312770, 6.702039], [-7.605372, -4.062609, 8.908109], [-6.466111, -3.047847, 9.803325], [-8.072598, -2.408604, 9.356613], [-6.621472, -2.180000, 5.236306], [-5.503513, -3.442243, 5.836313], [-4.962075, -2.285269, 4.616098], [-6.513263, 1.735223, 6.812013], [-5.419962, 0.829223, 5.732095], [-4.787175, 2.116626, 6.768054], [2.108145, -9.566813, -4.929264], [1.116567, -10.083823, -4.016913], [0.925172, -9.305230, -2.580873], [1.797030, -10.057440, -1.653086], [-0.639345, -9.700372, -2.467759], [-1.047216, -11.054143, -2.626212], [0.683870, -7.856840, -1.955427], [0.464818, -7.798136, -0.541636], [2.095658, -10.188797, -5.819930], [1.877233, -8.540696, -5.214319], [3.099488, -9.610311, -4.474696], [-0.322018, -11.741681, -2.188928], [-1.200576, -11.287485, -3.679467], [-1.997320, -11.168905, -2.106636], [1.389413, -7.988158, -0.001670], [-0.304430, -8.506788, -0.237904], [0.129968, -6.786962, -0.314780], [8.584643, 6.307965, -4.759501], [7.821785, 7.245907, -5.538753], [6.484332, 7.983506, -4.804902], [5.550328, 6.978926, -5.440926], [6.639475, 9.325857, -5.699587], [7.065053, 9.246570, -7.056500], [5.241042, 8.667399, -3.924672], [3.993450, 8.816211, -4.598009], [9.398324, 5.942691, -5.380822], [9.007566, 6.785195, -3.875658], [7.955721, 5.466574, -4.460874], [6.653790, 8.364798, -7.548400], [8.152053, 9.242118, -7.121545], [6.692998, 10.138510, -7.558307], [3.508649, 7.851695, -4.712818], [4.129833, 9.293185, -5.568215], [3.359922, 9.446514, -3.974023]], "atomic_forces_ev_per_a": [[-0.648, 0.411, -0.135], [0.243, 0.087, 0.586], [-0.521, -0.094, -0.038], [0.864, 0.477, -0.180], [-0.112, -0.233, 0.405], [0.000, -0.072, -0.162], [-0.582, -0.127, -0.369], [0.261, 0.069, -0.019], [0.736, -0.134, 0.690], [-0.512, -0.183, -0.160], [-0.445, -0.057, -0.257], [0.267, -0.051, 0.176], [0.067, -0.004, 0.095], [0.153, -0.246, -0.098], [0.162, -0.421, -0.250], [-0.163, 0.150, -0.349], [0.181, 0.102, 0.197], [-0.348, -0.030, 0.141], [0.323, 0.205, -0.087], [-0.017, -0.063, -0.008], [0.134, 0.171, -0.041], [0.160, -0.177, 0.203], [-3.464, 0.817, -1.426], [8.192, -2.970, 0.566], [-1.090, 0.018, 0.550], [-0.579, 0.130, -0.177], [0.198, 0.443, 0.105], [-3.535, 1.985, -0.005], [0.600, -0.541, -0.053], [0.099, 0.015, -0.018], [-0.031, 0.043, 0.070], [0.003, 0.006, -0.012], [-0.151, -0.067, 0.031], [0.008, -0.049, 0.107], [-0.084, -0.047, -0.130], [-0.013, 0.058, 0.095], [-0.050, 0.043, 0.066], [-0.332, 0.228, 0.010], [0.212, -0.124, -0.222], [-3.105, 0.771, -0.560], [4.939, 1.596, 2.351], [-0.468, -0.159, -0.550], [-0.097, -0.080, 0.069], [0.019, -0.069, 0.087], [-1.662, -2.156, -0.887], [0.166, 0.613, 0.021], [0.092, 0.015, 0.054], [0.003, -0.035, 0.003], [0.011, -0.007, 0.016], [-0.038, -0.003, -0.065], [0.020, -0.028, -0.093], [-0.035, 0.058, -0.006], [0.116, -0.001, -0.178], [0.015, -0.181, -0.048], [-0.142, -0.211, -0.079], [-0.136, 0.190, -0.246], [1.088, -3.054, -0.482], [-2.871, 3.849, 2.758], [0.091, -0.424, -0.384], [0.089, -0.136, 0.068], [0.132, 0.112, 0.044], [1.831, -0.250, -1.872], [-0.479, -0.343, 0.358], [-0.008, 0.056, 0.088], [0.020, 0.019, 0.012], [-0.012, 0.004, 0.052], [0.000, -0.044, -0.082], [-0.043, 0.015, -0.098], [-0.024, -0.081, 0.017], [0.057, 0.139, -0.106], [0.007, 0.051, -0.086], [0.235, -0.039, -0.148], [-0.273, 0.043, -0.156], [1.988, -0.136, 3.415], [-3.178, 1.676, -7.740], [-0.235, 0.032, 1.259], [0.271, -0.144, 0.285], [0.230, -0.242, -0.157], [1.365, -1.121, 2.766], [-0.178, 0.372, -0.121], [0.010, 0.002, -0.089], [-0.029, -0.099, 0.029], [0.010, 0.001, -0.006], [-0.032, -0.008, 0.106], [-0.077, -0.005, -0.007], [0.080, 0.108, 0.069], [-0.049, -0.137, 0.000], [-0.032, -0.142, 0.078], [0.185, -0.198, 0.234], [0.198, -0.176, -0.006], [0.413, 3.077, -0.492], [-1.889, -3.894, 3.382], [0.472, 0.433, -0.341], [-0.035, -0.005, 0.018], [-0.115, -0.067, -0.048], [0.697, 0.675, -2.667], [0.084, 0.289, 0.649], [-0.071, -0.066, 0.053], [-0.007, -0.013, -0.036], [-0.017, -0.006, 0.004], [0.066, 0.035, -0.040], [0.092, -0.023, -0.028], [0.011, 0.064, 0.034], [0.028, -0.178, -0.107], [0.054, -0.074, -0.104], [-0.036, 0.011, -0.247], [-0.121, -0.191, -0.178], [1.878, 1.092, 3.313], [-5.764, -1.132, -7.018], [0.590, -0.929, 0.613], [0.432, 0.327, 0.675], [0.276, 0.103, -0.175], [2.818, 0.926, 2.845], [-0.558, -0.111, -0.225], [-0.035, 0.039, -0.078], [0.097, -0.043, -0.022], [-0.015, 0.018, -0.009], [0.017, -0.073, 0.113], [0.001, -0.099, -0.022], [-0.066, 0.048, 0.135], [0.108, -0.038, -0.065], [0.070, -0.063, -0.011], [0.273, 0.083, 0.192]]}

---

Record 2
{"formula": "C16H46Ca2N2O12S", "method": "ωB97M-V/def2-TZVPD", "homo_energy_ha": -0.521, "energy_ev": -92592.8590, "homo_lumo_gap_ev": 8.884, "total_charge": 2, "symbols": ["Ca", "Ca", "S", "O", "O", "O", "O", "C", "O", "H", "H", "H", "H", "C", "O", "H", "H", "H", "H", "C", "O", "H", "H", "H", "H", "C", "O", "H", "H", "H", "H", "C", "O", "C", "C", "N", "C", "C", "O", "C", "H", "H", "H", "H", "H", "H", "H", "H", "H", "H", "H", "H", "H", "H", "H", "C", "O", "C", "C", "N", "C", "C", "O", "C", "H", "H", "H", "H", "H", "H", "H", "H", "H", "H", "H", "H", "H", "H", "H"], "coordinates": [[-5.858150, -22.030553, -2.453482], [-1.177882, -25.363230, -3.550821], [-3.279660, -23.473904, -2.901414], [-4.360718, -23.773812, -1.916220], [-1.939057, -23.556740, -2.287637], [-3.215543, -24.521382, -3.962409], [-3.618722, -22.117800, -3.373091], [-3.580149, -24.400190, 1.625105], [-3.344138, -24.967842, 0.336150], [-3.164069, -23.392383, 1.700367], [-4.647840, -24.371923, 1.865118], [-3.097471, -25.021355, 2.374405], [-3.627981, -24.356674, -0.355453], [-4.674442, -24.889655, -7.184435], [-4.470833, -23.850293, -6.234418], [-5.193680, -24.476411, -8.047414], [-3.728981, -25.318992, -7.516695], [-5.332683, -25.683000, -6.802440], [-4.010463, -24.225884, -5.468504], [-0.686434, -20.364179, -3.969604], [-1.569237, -20.967393, -4.892471], [-0.251247, -19.480746, -4.433266], [-1.218857, -19.980617, -3.081608], [0.076043, -21.056947, -3.611722], [-2.305254, -21.349382, -4.408393], [-0.947105, -21.017051, 0.041299], [-0.308721, -21.944604, -0.797571], [-0.191677, -20.451995, 0.582828], [-1.520560, -20.267193, -0.530360], [-1.616738, -21.494292, 0.766614], [-0.977289, -22.432259, -1.296961], [-3.963619, -27.463661, -3.880379], [-2.652811, -27.259902, -3.336734], [-2.450107, -28.132149, -2.221606], [-1.268418, -27.669878, -1.378803], [-1.293730, -26.196564, -1.289881], [-0.140389, -25.581024, -0.601819], [1.133278, -25.572035, -1.399220], [0.981086, -24.936044, -2.692726], [2.268582, -24.748419, -3.262938], [-4.024072, -27.002600, -4.861378], [-4.700973, -26.993152, -3.221885], [-4.180467, -28.529180, -3.953130], [-2.308755, -29.150191, -2.593118], [-3.354267, -28.122376, -1.605178], [-0.293618, -28.017852, -1.720657], [-1.409865, -28.077780, -0.370143], [-2.092185, -25.873617, -0.733948], [0.042053, -25.949547, 0.412283], [-0.446060, -24.535278, -0.486755], [1.547054, -26.581136, -1.553861], [1.916298, -25.073421, -0.820595], [2.878480, -24.089349, -2.642726], [2.165471, -24.274208, -4.240218], [2.808149, -25.688867, -3.410391], [-4.762787, -18.862289, -3.322784], [-5.692034, -19.918773, -3.617275], [-5.647685, -20.284139, -5.006709], [-6.717314, -21.336639, -5.297723], [-6.467533, -22.590094, -4.565319], [-7.568007, -23.603113, -4.492801], [-7.304166, -24.577348, -3.350536], [-7.162759, -23.906283, -2.092339], [-7.303109, -24.772409, -0.979796], [-4.948733, -17.999331, -3.957552], [-3.738526, -19.231283, -3.406258], [-4.932694, -18.553515, -2.290161], [-4.680462, -20.769705, -5.180795], [-5.801938, -19.450000, -5.687237], [-6.715934, -21.492708, -6.379492], [-7.680746, -20.890657, -5.029052], [-5.778522, -23.085270, -5.154255], [-7.565800, -24.209752, -5.403314], [-8.547459, -23.135247, -4.393235], [-6.451447, -25.228075, -3.591674], [-8.139396, -25.279545, -3.240523], [-8.334019, -25.096606, -0.851471], [-6.937935, -24.250960, -0.095590], [-6.645422, -25.642425, -1.090632]], "atomic_forces_ev_per_a": [[0.855, 0.513, 0.738], [0.240, -0.200, 0.370], [-0.025, 0.175, 0.962], [0.270, -0.244, -0.332], [-0.308, 0.326, -0.087], [-0.825, 0.549, -0.257], [0.025, -0.288, -0.375], [-0.037, 0.067, -0.020], [0.123, -0.155, 0.305], [-0.012, -0.022, -0.007], [0.035, 0.022, -0.087], [0.070, -0.077, -0.076], [-0.217, 0.001, 0.058], [-0.425, -0.113, -0.185], [-0.331, -0.087, -0.087], [0.183, 0.136, -0.012], [0.012, -0.026, -0.029], [0.214, 0.021, 0.108], [0.103, 0.144, -0.055], [-0.319, 0.524, 0.558], [-0.002, -0.118, -0.346], [0.276, -0.197, -0.124], [0.055, -0.217, -0.131], [0.153, 0.066, -0.081], [-0.027, -0.027, 0.045], [-0.292, 0.555, -0.018], [0.240, -0.268, -0.049], [0.082, -0.162, 0.073], [0.001, -0.203, 0.049], [0.044, 0.005, 0.015], [0.108, 0.196, 0.056], [-0.066, 0.140, 0.132], [0.093, -0.113, -0.293], [0.150, -0.262, 0.228], [-0.478, 0.451, 0.774], [0.792, -0.243, -0.049], [-0.506, 0.979, -0.259], [0.694, -0.732, 0.247], [-0.210, -0.540, 0.617], [0.684, 0.401, -0.718], [0.127, -0.007, -0.048], [0.053, -0.043, -0.009], [0.055, -0.013, -0.108], [0.030, -0.014, 0.098], [0.002, 0.096, -0.022], [-0.053, 0.043, -0.307], [0.142, -0.280, -0.152], [-0.148, -0.268, -0.215], [0.067, -0.315, -0.145], [0.178, -0.041, 0.192], [-0.248, 0.043, -0.174], [-0.201, 0.355, -0.111], [-0.134, -0.027, 0.096], [-0.184, 0.000, 0.092], [-0.204, -0.079, 0.173], [0.006, -0.049, 0.568], [-0.313, 0.035, -0.160], [0.184, -1.445, -0.084], [-0.432, 0.779, -0.104], [-0.376, -0.880, -0.809], [0.191, 0.126, 0.069], [-0.708, -0.666, -0.152], [-0.103, 0.434, -0.713], [0.625, -0.504, 0.457], [0.086, -0.064, -0.173], [0.004, 0.106, -0.260], [-0.069, -0.066, -0.054], [0.129, 0.434, -0.257], [0.099, 0.305, 0.253], [-0.089, -0.067, 0.006], [-0.101, -0.322, 0.045], [0.399, 0.291, 0.381], [-0.238, 0.110, -0.051], [0.066, 0.138, 0.062], [0.340, 0.417, 0.360], [-0.131, 0.212, -0.250], [-0.061, 0.087, -0.022], [-0.264, 0.127, 0.001], [-0.147, 0.033, -0.129]]}